A 9-piece molecular cluster, C54H59BrClIN3 overall in a non-equilibrium geometry, computed with ωB97M-V/def2-TZVPD.

Properties
Calculated total energy (Eh): -5588.787040
Frontier orbital gap (eV): 5.69
HOMO level (Eh): -0.378

Structure (ORCA input):
```
! wB97M-V def2-TZVPD RIJCOSX def2/J DEFGRID3
* xyz 1 1
Cl 3.88 3.29 3.21
N 4.00 1.67 2.62
C 5.24 0.80 2.64
C 5.91 0.49 1.18
C 7.49 0.06 1.29
I 7.96 -1.05 3.14
C 2.85 1.10 2.11
N 2.65 -0.30 1.56
C 1.28 -0.86 1.97
C 0.59 0.57 2.48
Br 0.83 0.37 4.50
N 1.46 1.76 2.00
H 6.05 1.37 3.30
H 4.96 -0.18 3.26
H 5.34 -0.47 0.75
H 5.70 1.34 0.38
H 7.74 -0.69 0.40
H 8.24 0.98 1.17
H 2.69 -0.10 0.52
H 0.88 -1.34 0.98
H 1.47 -1.58 2.89
H -0.51 0.71 2.10
H 1.07 1.85 1.03
C -1.77 -1.43 5.26
C -2.70 -0.39 5.28
C -4.04 -0.66 5.57
C -4.44 -1.97 5.85
C -3.51 -3.00 5.83
C -2.18 -2.74 5.53
H -0.73 -1.22 5.03
H -2.39 0.63 5.08
H -4.77 0.15 5.59
H -5.49 -2.18 6.08
H -3.83 -4.02 6.04
H -1.45 -3.55 5.50
C 3.24 0.57 -3.78
C 2.58 1.49 -4.59
C 2.34 2.79 -4.13
C 2.79 3.17 -2.86
C 3.46 2.25 -2.06
C 3.68 0.95 -2.51
H 3.42 -0.44 -4.14
H 2.24 1.20 -5.58
H 1.81 3.50 -4.76
H 2.61 4.18 -2.51
H 3.80 2.55 -1.07
H 4.20 0.23 -1.88
C 2.96 -5.24 -1.90
C 3.82 -5.41 -0.82
C 3.88 -4.45 0.19
C 3.07 -3.32 0.12
C 2.20 -3.15 -0.96
C 2.15 -4.10 -1.97
H 2.91 -5.99 -2.69
H 4.45 -6.30 -0.76
H 4.56 -4.58 1.02
H 3.12 -2.57 0.90
H 1.57 -2.26 -1.01
H 1.48 -3.97 -2.81
C -7.05 -4.27 7.98
C -7.98 -3.23 8.01
C -9.32 -3.50 8.30
C -9.72 -4.81 8.57
C -8.79 -5.84 8.55
C -7.45 -5.57 8.25
H -6.01 -4.06 7.75
H -7.66 -2.21 7.80
H -10.04 -2.69 8.31
H -10.76 -5.01 8.80
H -9.10 -6.86 8.77
H -6.73 -6.38 8.23
C -2.98 0.49 -2.60
C -2.70 1.54 -1.73
C -1.38 1.95 -1.53
C -0.34 1.31 -2.22
C -0.63 0.26 -3.09
C -1.95 -0.15 -3.28
H -4.01 0.18 -2.76
H -3.50 2.05 -1.21
H -1.16 2.76 -0.85
H 0.69 1.63 -2.07
H 0.18 -0.24 -3.62
H -2.17 -0.97 -3.96
C -2.38 0.55 -7.33
C -1.70 1.39 -6.46
C -0.38 1.75 -6.72
C 0.26 1.27 -7.87
C -0.43 0.43 -8.75
C -1.75 0.07 -8.48
H -3.41 0.27 -7.13
H -2.20 1.76 -5.56
H 0.16 2.39 -6.03
H 1.29 1.55 -8.08
H 0.07 0.07 -9.64
H -2.28 -0.59 -9.16
C -2.80 4.98 -11.97
C -2.45 4.41 -10.75
C -1.92 3.12 -10.70
C -1.73 2.40 -11.88
C -2.07 2.97 -13.10
C -2.61 4.25 -13.15
H -3.21 5.98 -12.01
H -2.59 4.97 -9.83
H -1.65 2.68 -9.74
H -1.31 1.40 -11.84
H -1.92 2.41 -14.02
H -2.89 4.69 -14.11
C 3.90 2.97 9.51
C 3.41 3.69 8.42
C 2.65 3.05 7.44
C 2.38 1.69 7.56
C 2.86 0.97 8.65
C 3.63 1.61 9.62
H 4.49 3.47 10.27
H 3.62 4.75 8.33
H 2.28 3.61 6.59
H 1.78 1.19 6.80
H 2.64 -0.09 8.74
H 4.01 1.04 10.47
*
```

=====

C54H64As3N3O2S2ScTe as an isolated structure in a non-equilibrium geometry, computed with ωB97M-V/def2-TZVPD.

Properties
Calculated total energy (Eh): -10943.145158
Frontier orbital gap (eV): 6.63
HOMO level (Eh): -0.340
ΔE to the lowest compared entry with this formula, charge and spin (kcal per mole): 58.0

Structure (ORCA input):
```
! wB97M-V def2-TZVPD RIJCOSX def2/J DEFGRID3
* xyz 1 1
Sc -0.02 -1.08 -0.03
C -2.54 -0.66 -3.75
As -1.42 -1.52 -2.43
C 0.02 -2.13 -3.61
C -2.31 -3.27 -2.29
C -3.64 -3.41 -1.51
C -4.34 -4.67 -2.03
C -3.37 -3.63 -0.01
As -2.52 -2.19 1.01
C -2.34 -3.22 2.65
C -4.06 -1.15 1.61
C -4.54 -2.18 -1.72
As -6.35 -2.25 -0.91
C -7.33 -2.92 -2.47
C -6.72 -0.36 -1.24
H -3.02 -1.44 -4.34
H -1.90 -0.04 -4.37
H -3.29 -0.03 -3.27
H -0.38 -2.84 -4.34
H 0.82 -2.61 -3.04
H 0.43 -1.26 -4.12
H -1.58 -3.96 -1.87
H -2.48 -3.58 -3.33
H -3.69 -5.54 -1.94
H -4.61 -4.55 -3.08
H -5.25 -4.88 -1.46
H -2.71 -4.49 0.12
H -4.31 -3.84 0.51
H -3.30 -3.67 2.88
H -2.05 -2.57 3.47
H -1.59 -4.00 2.53
H -4.87 -1.84 1.86
H -4.38 -0.45 0.85
H -3.76 -0.59 2.49
H -4.69 -2.01 -2.79
H -4.06 -1.28 -1.32
H -7.28 -4.01 -2.52
H -6.94 -2.49 -3.39
H -8.38 -2.63 -2.36
H -6.10 0.26 -0.59
H -7.76 -0.15 -1.03
H -6.51 -0.10 -2.28
C 4.84 4.29 -2.12
C 3.78 3.26 -1.80
C 2.69 3.06 -2.62
C 1.69 2.11 -2.36
C 0.55 1.99 -3.30
O -0.12 0.98 -3.39
C 0.22 3.15 -4.20
C 0.00 2.90 -5.55
C -0.33 3.94 -6.40
C -0.49 5.23 -5.91
C -0.30 5.48 -4.55
C 0.07 4.44 -3.70
C 1.80 1.31 -1.22
O 0.89 0.41 -0.86
C 2.89 1.53 -0.36
C 3.85 2.48 -0.65
C 2.91 0.72 0.89
N 3.13 -0.54 0.94
C 3.67 -1.24 -0.21
C 5.17 -1.46 -0.02
Te 5.81 -2.05 1.94
C 5.88 -0.13 2.79
C 5.35 0.06 4.07
C 5.40 1.31 4.68
C 5.96 2.39 4.01
C 6.49 2.20 2.74
C 6.46 0.95 2.14
C 2.44 1.35 2.15
C 2.24 2.66 2.34
C 1.67 3.15 3.62
C 1.37 2.35 4.65
C 1.64 0.87 4.61
C 1.98 0.40 3.19
H 4.67 4.74 -3.09
H 5.83 3.84 -2.13
H 4.85 5.08 -1.37
H 2.61 3.65 -3.53
H 0.11 1.89 -5.92
H -0.48 3.74 -7.46
H -0.75 6.04 -6.57
H -0.43 6.48 -4.16
H 0.23 4.63 -2.65
H 4.67 2.62 0.05
H 3.52 -0.70 -1.15
H 3.17 -2.21 -0.28
H 5.73 -0.56 -0.27
H 5.53 -2.26 -0.68
H 4.91 -0.78 4.60
H 4.99 1.44 5.67
H 5.99 3.36 4.48
H 6.96 3.03 2.23
H 6.92 0.82 1.17
H 2.48 3.38 1.58
H 1.51 4.21 3.72
H 0.99 2.77 5.57
H 2.35 0.59 5.39
H 2.59 -0.50 3.19
C 0.37 -0.06 4.55
C 0.69 -1.45 5.00
C 0.92 -2.44 4.14
C 0.69 -2.30 2.69
N 0.31 -1.17 2.19
C 0.49 0.01 3.01
C 0.87 -3.44 1.75
C 1.28 -4.68 2.21
C 1.49 -5.72 1.32
C 1.29 -5.51 -0.04
C 0.87 -4.26 -0.49
C 0.65 -3.19 0.38
H -0.54 0.33 5.02
H 0.74 -1.64 6.06
H 1.19 -3.41 4.53
H -0.08 0.83 2.59
H 1.44 -4.87 3.26
H 1.82 -6.69 1.68
H 1.47 -6.31 -0.75
H 0.72 -4.14 -1.55
S -2.01 1.12 0.14
C -2.27 2.64 0.74
N -3.29 3.43 0.40
C -3.25 4.82 0.85
C -2.36 4.83 2.09
S -1.22 3.42 1.88
H -3.90 3.13 -0.35
H -4.26 5.16 1.09
H -2.85 5.46 0.06
H -2.93 4.69 3.00
H -1.78 5.75 2.16
*
```

=====

C54H64MgN7O2Se as an isolated structure, computed with ωB97M-V/def2-TZVPD.

Properties
Calculated total energy (Eh): -5231.677838
Frontier orbital gap (eV): 5.76
HOMO level (Eh): -0.126
ΔE to the lowest compared entry with this formula, charge and spin (kcal per mole): 0.0

Structure (ORCA input):
```
! wB97M-V def2-TZVPD RIJCOSX def2/J DEFGRID3
* xyz -1 1
Mg 0.28 -0.01 0.96
O -1.33 0.99 1.00
C -2.12 1.62 0.09
C -1.32 1.85 -1.23
C -0.07 2.63 -0.96
C -0.06 4.02 -1.07
C 1.10 4.70 -0.75
C 2.22 3.98 -0.36
C 2.14 2.59 -0.30
C 3.35 1.79 0.08
C 3.21 1.08 1.46
O 2.17 0.21 1.44
C 3.02 2.19 2.52
C 1.77 2.42 3.06
C 1.55 3.45 3.97
C 2.61 4.28 4.34
C 3.87 4.06 3.80
C 4.07 3.02 2.90
C 4.50 0.31 1.81
C 5.70 0.40 1.11
C 6.80 -0.37 1.47
C 6.72 -1.24 2.54
C 5.53 -1.33 3.25
C 4.44 -0.57 2.88
N 1.01 1.93 -0.58
C -2.57 2.99 0.59
C -3.53 3.73 -0.07
C -3.86 5.01 0.35
C -3.23 5.57 1.45
C -2.27 4.83 2.13
C -1.95 3.55 1.70
C -3.36 0.76 -0.17
C -3.64 0.12 -1.37
C -4.73 -0.75 -1.49
C -5.56 -0.97 -0.41
C -5.30 -0.32 0.80
C -4.22 0.52 0.91
H -1.93 2.37 -1.97
H -1.05 0.87 -1.62
H -0.95 4.54 -1.37
H 1.13 5.78 -0.80
H 3.14 4.47 -0.10
H 4.21 2.46 0.08
H 3.51 1.00 -0.66
H 0.95 1.78 2.78
H 0.56 3.62 4.37
H 2.45 5.09 5.04
H 4.70 4.69 4.09
H 5.06 2.85 2.50
H 5.79 1.07 0.26
H 7.72 -0.29 0.90
H 7.58 -1.84 2.82
H 5.45 -2.01 4.09
H 3.51 -0.66 3.42
H -4.05 3.30 -0.93
H -4.62 5.58 -0.18
H -3.48 6.57 1.78
H -1.77 5.25 2.99
H -1.20 2.96 2.22
H -3.00 0.25 -2.23
H -4.91 -1.26 -2.42
H -6.37 -1.68 -0.48
H -5.93 -0.51 1.66
H -4.00 1.01 1.86
C 1.79 -2.28 5.43
C 1.22 -0.87 5.52
N -0.20 -0.80 5.22
C -1.10 -0.81 6.36
C -1.27 0.56 7.01
C -0.64 -0.72 3.94
C -2.10 -0.53 3.70
N 0.15 -0.78 2.92
H 2.85 -2.28 5.66
H 1.65 -2.70 4.43
H 1.28 -2.94 6.13
H 1.76 -0.18 4.86
H 1.36 -0.48 6.53
H -0.71 -1.53 7.09
H -2.07 -1.21 6.04
H -0.31 0.96 7.33
H -1.92 0.49 7.88
H -1.71 1.26 6.30
H -2.52 0.24 4.35
H -2.63 -1.47 3.85
H -2.24 -0.25 2.66
H 1.13 -0.90 3.17
C -8.49 -4.38 -0.69
C -7.08 -4.19 -0.19
C -6.82 -3.72 1.09
C -5.52 -3.51 1.55
C -5.33 -2.99 2.94
C -4.42 -3.77 0.72
Se -2.64 -3.49 1.38
C -4.67 -4.23 -0.58
C -3.57 -4.53 -1.56
C -5.98 -4.43 -1.01
H -9.18 -4.52 0.15
H -8.56 -5.26 -1.33
H -8.83 -3.52 -1.26
H -7.65 -3.52 1.76
H -6.29 -2.84 3.43
H -4.78 -2.04 2.93
H -4.72 -3.67 3.54
H -2.65 -4.01 -1.28
H -3.85 -4.24 -2.57
H -3.34 -5.60 -1.57
H -6.15 -4.80 -2.02
C -0.46 -2.04 -1.25
N 0.66 -1.64 -0.37
C 0.96 -2.78 0.53
N 1.30 -3.97 -0.23
C 0.16 -4.31 -1.08
N -0.14 -3.23 -2.03
C 1.05 -2.95 -2.82
N 2.21 -2.58 -2.00
C 1.86 -1.40 -1.21
C 2.46 -3.68 -1.07
H -0.66 -1.21 -1.94
H -1.34 -2.23 -0.63
H 0.07 -2.98 1.13
H 1.79 -2.47 1.17
H -0.72 -4.48 -0.45
H 0.40 -5.21 -1.65
H 0.84 -2.14 -3.52
H 1.31 -3.85 -3.40
H 1.64 -0.56 -1.87
H 2.68 -1.14 -0.54
H 3.30 -3.41 -0.43
H 2.72 -4.58 -1.64
*
```